(1)
The following is a quantum chemistry calculation of C28H42N5O6PS3V as an isolated structure, from the Open Molecules 2025 dataset.

HOMO (alpha / beta) = -0.044 / -0.055 Ha
2S+1 = 4
⟨S²⟩ = 3.76
LUMO energy (alpha / beta) = 4.064 / 4.063 eV
charge = -2
relative energy (zero: lowest compared OMol25 entry of this formula, charge and spin) = 9.1 kcal/mol

Atoms and positions in Å:
V 0.967 -0.992 0.152
S -0.103 -4.074 -2.263
C 1.569 -3.775 -2.158
S 2.232 -2.203 -1.766
C 2.501 -4.787 -2.485
C 3.905 -4.620 -2.358
N 5.057 -4.560 -2.256
C 2.097 -6.070 -2.942
N 1.839 -7.129 -3.330
C 2.434 -1.277 2.956
N 2.630 -1.764 1.592
C 2.736 -3.223 1.588
C 3.859 -1.164 1.033
C 3.659 0.284 0.651
C 4.719 1.174 0.795
C 4.590 2.495 0.379
C 3.382 2.905 -0.171
C 2.330 2.000 -0.289
C 2.412 0.659 0.109
H 3.309 -1.522 3.580
H 1.553 -1.745 3.394
H 2.282 -0.198 2.946
H 3.555 -3.561 2.243
H 2.917 -3.569 0.571
H 1.797 -3.656 1.936
H 4.118 -1.744 0.144
H 4.681 -1.271 1.760
H 5.655 0.834 1.234
H 5.415 3.190 0.491
H 3.254 3.935 -0.494
H 1.392 2.369 -0.701
C 1.387 0.900 -3.638
C -0.103 0.601 -3.681
S -0.470 -0.930 -2.781
O -0.565 -0.450 -1.347
C -2.210 -1.073 -3.234
C -2.383 -1.704 -4.606
H 1.593 1.839 -4.157
H 1.962 0.099 -4.102
H 1.733 0.991 -2.608
H -0.473 0.480 -4.704
H -0.691 1.375 -3.181
H -2.687 -0.094 -3.130
H -2.590 -1.732 -2.452
H -1.998 -1.063 -5.402
H -3.440 -1.886 -4.810
H -1.852 -2.656 -4.646
C -2.350 -3.823 2.362
N -1.843 -2.491 2.633
C -2.179 -1.774 3.749
C -1.647 -0.567 3.986
C -0.679 0.012 3.037
O -0.176 1.114 3.250
N -0.375 -0.747 1.942
C -0.900 -1.969 1.753
O -0.539 -2.654 0.783
H -3.131 -4.052 3.087
H -1.553 -4.565 2.429
H -2.754 -3.873 1.352
H -2.898 -2.244 4.409
H -1.912 0.008 4.860
C -1.697 5.129 -1.601
C -1.647 3.627 -1.804
O -2.385 2.952 -0.793
P -1.430 2.245 0.401
O -1.140 3.530 1.356
C -1.869 3.849 2.542
C -1.115 4.947 3.257
O -2.690 1.595 1.215
C -3.152 0.342 0.674
C -4.460 0.532 -0.064
H -1.175 5.643 -2.412
H -1.226 5.395 -0.655
H -2.733 5.472 -1.581
H -0.606 3.279 -1.809
H -2.081 3.354 -2.771
H -1.933 2.957 3.165
H -2.882 4.169 2.278
H -0.114 4.601 3.516
H -1.636 5.228 4.175
H -1.022 5.832 2.624
H -3.277 -0.334 1.521
H -2.388 -0.086 0.017
H -5.220 0.954 0.598
H -4.819 -0.433 -0.432
H -4.325 1.206 -0.909

Cartesian forces (eV/Å) of the 2 atoms listed first:
V 0.14 -0.46 -0.37
S -0.03 -0.06 0.09

***

(2)
The following is a quantum chemistry calculation of C28H43As2NO8ReS4 as an isolated structure, from the Open Molecules 2025 dataset.

HOMO (alpha / beta) = -0.463 / -0.463 Ha
2S+1 = 2
⟨S²⟩ = 0.76
LUMO energy (alpha / beta) = -6.854 / -7.158 eV
charge = +2

Atoms and positions in Å:
Re 0.469 1.121 0.475
C -1.709 1.367 3.039
C -2.380 2.205 1.957
S -1.849 1.593 0.340
C -2.050 3.075 -0.670
C -1.301 2.851 -1.977
S 0.332 2.084 -1.692
C 1.391 3.572 -1.651
C 1.331 4.302 -0.315
S 1.641 3.110 1.010
C 0.783 3.899 2.388
C 0.623 2.860 3.490
S 0.100 1.244 2.818
H -2.108 0.346 3.017
H -1.937 1.766 4.033
H -2.130 3.261 2.078
H -3.468 2.114 2.034
H -1.653 3.946 -0.142
H -3.111 3.256 -0.865
H -1.204 3.785 -2.539
H -1.870 2.162 -2.612
H 1.119 4.245 -2.471
H 2.418 3.243 -1.848
H 0.362 4.789 -0.185
H 2.098 5.083 -0.280
H -0.191 4.270 2.062
H 1.363 4.753 2.751
H -0.072 3.210 4.260
H 1.587 2.702 3.987
C -4.167 0.817 -0.700
O -3.174 -0.055 -1.095
C -2.210 -0.534 -0.273
O -2.173 -0.129 0.880
C -1.099 -1.422 -0.771
C -1.080 -2.073 -2.011
As 0.516 -3.062 -2.775
C -0.335 -4.845 -2.929
C 1.657 -3.167 -1.172
C 0.954 -3.262 -0.037
As 0.469 -1.449 0.475
C -0.306 -1.839 2.265
C -0.044 -4.353 0.127
O 0.291 -5.495 -0.160
O -1.285 -4.115 0.615
C -2.241 -5.088 0.812
C 2.835 -2.233 -1.291
O 3.061 -1.692 -2.362
O 3.731 -2.023 -0.285
C 3.793 -2.681 0.927
C -2.238 -2.127 -2.968
O -2.033 -2.467 -4.125
O -3.515 -1.927 -2.560
C -4.614 -1.990 -3.391
H -4.821 1.042 -1.567
H -3.720 1.766 -0.333
H -4.783 0.358 0.103
H -0.919 -4.872 -3.870
H -1.054 -5.049 -2.117
H 0.447 -5.630 -2.981
H -1.167 -2.524 2.260
H -0.645 -0.888 2.722
H 0.493 -2.254 2.914
H -3.163 -4.616 1.208
H -1.877 -5.837 1.548
H -2.482 -5.591 -0.148
H 4.684 -2.322 1.483
H 3.894 -3.775 0.765
H 2.906 -2.464 1.552
H -5.528 -1.778 -2.800
H -4.701 -3.003 -3.838
H -4.526 -1.229 -4.197
C 2.833 1.653 -1.996
C 3.322 1.356 -0.615
C 4.590 1.268 -0.209
C 4.590 0.973 1.160
C 3.322 0.886 1.566
C 2.833 0.588 2.947
N 2.482 1.121 0.475
H 3.683 1.804 -2.695
H 2.213 2.573 -1.975
H 2.213 0.806 -2.356
H 5.463 1.403 -0.834
H 5.463 0.839 1.785
H 3.683 0.438 3.645
H 2.212 -0.332 2.925
H 2.212 1.435 3.306
H 0.469 2.845 0.475

Cartesian forces (eV/Å) of the 2 atoms listed first:
Re 1.90 3.43 0.24
C -0.55 0.12 0.01

***

(3)
The following is a quantum chemistry calculation of a 4-piece molecular cluster, C28H43B2N4O9P2S overall, from the Open Molecules 2025 dataset.

HOMO = -0.159 Ha
2S+1 = 1
LUMO energy = 1.746 eV
charge = -1
relative energy (zero: lowest compared OMol25 entry of this formula, charge and spin) = 104.1 kcal/mol

Atoms and positions in Å:
C -6.054 -2.794 -1.679
C -5.494 -2.089 -0.306
C -6.407 -0.853 0.262
C -5.705 0.626 0.192
C -6.832 1.693 0.814
C -4.318 0.782 1.052
N -3.785 -0.378 1.864
C -4.478 -0.550 3.043
O -5.442 -0.904 3.939
O -4.364 1.942 2.003
B -3.095 2.679 2.175
C -3.093 4.319 2.284
C -4.591 5.009 2.297
C -4.361 6.600 1.844
O -3.224 7.152 2.606
C -2.175 7.677 1.718
P -2.370 2.110 3.896
S -3.672 2.278 5.345
O -2.175 1.989 1.249
C -2.997 1.319 0.187
B -2.111 0.225 -0.664
O -0.686 0.044 -0.213
O -2.561 -0.552 -1.837
C -1.453 -0.893 -2.743
P -3.225 2.743 -1.062
O -3.269 2.308 -2.581
O -1.791 3.778 -0.893
O -4.601 3.770 -0.776
H -5.618 -3.904 -1.680
H -7.218 -2.898 -1.728
H -5.584 -2.284 -2.651
H -4.365 -1.804 -0.428
H -5.524 -2.938 0.533
H -6.781 -0.996 1.380
H -7.396 -0.792 -0.400
H -5.547 0.907 -0.951
H -7.862 1.625 0.238
H -6.488 2.810 0.750
H -7.049 1.440 1.948
H -2.433 4.870 1.485
H -2.613 4.581 3.345
H -5.025 5.024 3.384
H -5.378 4.479 1.612
H -5.312 7.270 2.108
H -4.184 6.568 0.676
H -1.605 8.618 2.178
H -2.542 8.011 0.658
H -1.343 6.850 1.545
H -1.157 2.882 4.114
H -1.925 0.715 3.767
H -0.669 -0.461 0.652
H -1.930 -0.962 -3.835
H -1.005 -1.979 -2.543
H -0.605 -0.090 -2.818
H -0.984 3.154 -0.870
H -4.573 4.611 -1.351
N 2.967 -3.208 0.482
C 4.024 -3.062 -0.347
C 4.141 -2.039 -1.274
C 3.111 -1.109 -1.362
C 2.008 -1.234 -0.524
C 1.983 -2.289 0.374
H 4.800 -3.815 -0.242
H 5.015 -1.970 -1.912
H 3.167 -0.294 -2.078
H 1.188 -0.526 -0.568
H 1.145 -2.427 1.052
N 7.557 -4.895 0.161
C 8.790 -5.441 0.078
C 9.797 -5.214 1.003
C 9.527 -4.373 2.077
C 8.267 -3.794 2.189
C 7.324 -4.084 1.216
H 8.953 -6.087 -0.779
H 10.769 -5.681 0.888
H 10.292 -4.170 2.821
H 8.026 -3.133 3.013
H 6.325 -3.660 1.261
N 6.394 -2.860 -3.662
C 7.019 -2.258 -4.697
C 8.384 -2.337 -4.926
C 9.158 -3.076 -4.037
C 8.543 -3.706 -2.960
C 7.172 -3.572 -2.817
H 6.373 -1.690 -5.361
H 8.832 -1.835 -5.775
H 10.231 -3.160 -4.183
H 9.119 -4.289 -2.250
H 6.645 -4.048 -1.995

Cartesian forces (eV/Å) of the 2 atoms listed first:
C 1.26 -0.69 -0.11
C -0.44 -0.96 0.89

***

(4)
The following is a quantum chemistry calculation of C28H43BN6O9Pb as an isolated structure, from the Open Molecules 2025 dataset.

HOMO = -0.286 Ha
2S+1 = 1
LUMO energy = 0.378 eV
charge = 0
relative energy (zero: lowest compared OMol25 entry of this formula, charge and spin) = 0.0 kcal/mol

Atoms and positions in Å:
Pb 1.488 0.327 -0.093
O -6.211 -3.999 -1.422
C -5.568 -2.995 -1.067
O -4.569 -2.358 -1.668
B -4.243 -1.142 -0.956
O -5.119 -1.119 0.171
C -5.953 -2.110 0.156
O -6.852 -2.321 0.975
O -4.407 0.070 -1.775
C -3.398 0.782 -1.697
O -3.200 1.865 -2.315
C -2.329 -0.037 -0.862
O -2.846 -1.176 -0.542
O -1.145 0.259 -0.698
O 3.122 1.366 1.351
H 3.164 2.030 2.066
C 2.968 -4.753 -0.608
C 4.496 -4.661 -0.398
C 5.152 -3.410 -1.058
C 4.339 -2.209 -0.777
N 3.696 -1.287 -0.554
H 2.332 -4.017 -0.116
H 2.498 -5.634 -0.171
H 2.770 -4.682 -1.677
H 4.953 -5.611 -0.674
H 4.620 -4.521 0.676
H 5.364 -3.466 -2.125
H 6.095 -3.231 -0.543
C -1.227 5.528 0.982
C -1.344 5.722 -0.576
C -1.436 4.422 -1.311
C -0.319 3.475 -1.109
N 0.504 2.744 -0.889
H -0.833 6.452 1.405
H -0.543 4.731 1.275
H -2.221 5.325 1.381
H -0.533 6.293 -1.028
H -2.202 6.362 -0.783
H -1.584 4.607 -2.375
H -2.318 3.934 -0.897
C -0.836 2.122 5.709
C -0.037 3.217 4.998
C 1.033 2.715 4.047
C 0.446 1.899 2.931
N -0.002 1.333 2.038
H -0.197 1.404 6.223
H -1.498 1.521 5.085
H -1.441 2.613 6.471
H 0.476 3.886 5.689
H -0.661 3.850 4.367
H 1.768 2.070 4.529
H 1.558 3.585 3.653
C -1.668 -4.292 -0.899
C -1.313 -4.333 -2.374
C -1.041 -3.007 -3.051
C -0.034 -2.156 -2.435
N 0.742 -1.448 -1.983
H -2.653 -3.864 -0.708
H -0.959 -3.683 -0.338
H -1.675 -5.317 -0.529
H -2.228 -4.656 -2.872
H -0.536 -5.071 -2.574
H -1.937 -2.408 -3.210
H -0.634 -3.198 -4.045
C 3.719 4.157 -3.921
C 4.945 3.274 -3.737
C 4.608 1.791 -3.848
C 3.401 1.331 -3.124
N 2.481 0.938 -2.501
H 3.379 4.071 -4.953
H 3.827 5.227 -3.747
H 2.958 3.935 -3.172
H 5.434 3.533 -2.798
H 5.658 3.628 -4.481
H 5.437 1.278 -3.360
H 4.673 1.465 -4.886
C -2.751 -0.756 3.418
C -2.735 -2.206 2.784
C -1.404 -2.921 2.711
C -0.365 -2.220 1.943
N 0.477 -1.680 1.343
H -2.092 -0.052 2.910
H -2.484 -0.741 4.475
H -3.790 -0.434 3.355
H -3.233 -2.121 1.818
H -3.447 -2.827 3.327
H -1.522 -3.936 2.333
H -1.011 -3.074 3.716

Cartesian forces (eV/Å) of the 2 atoms listed first:
Pb 1.05 1.24 1.21
O 2.67 2.93 0.79

***

(5)
The following is a quantum chemistry calculation of C28H43IN3O2SSi2TeZr as an isolated structure, from the Open Molecules 2025 dataset.

HOMO = -0.603 Ha
2S+1 = 1
LUMO energy = -9.621 eV
charge = +3
relative energy (zero: lowest compared OMol25 entry of this formula, charge and spin) = 11.6 kcal/mol

Atoms and positions in Å:
Zr 0.203 0.401 0.252
S 2.814 -1.380 -3.106
C 3.165 -2.458 -1.795
C 3.989 -3.577 -1.826
C 4.146 -4.302 -0.663
C 3.484 -3.912 0.503
C 2.658 -2.805 0.524
C 2.484 -2.056 -0.639
N 1.686 -0.912 -0.830
C 1.789 -0.468 -2.088
C 1.095 0.726 -2.562
C 1.154 1.079 -3.912
C 0.517 2.222 -4.357
C -0.171 3.018 -3.454
C -0.244 2.657 -2.114
C 0.384 1.513 -1.622
H 4.486 -3.869 -2.741
H 4.788 -5.171 -0.658
H 3.621 -4.488 1.408
H 2.173 -2.535 1.448
H 1.702 0.460 -4.612
H 0.559 2.494 -5.403
H -0.658 3.923 -3.795
H -0.810 3.302 -1.454
C -2.714 -1.133 1.780
O -1.302 -0.857 1.616
C -0.474 -1.926 2.129
C 0.606 -1.318 2.987
O 1.404 -0.440 2.168
C 2.634 -0.072 2.835
H -2.980 -2.054 1.262
H -3.272 -0.309 1.351
H -2.941 -1.223 2.842
H -0.050 -2.482 1.286
H -1.060 -2.618 2.733
H 1.235 -2.108 3.404
H 0.164 -0.751 3.812
H 3.178 -0.968 3.129
H 2.413 0.525 3.721
H 3.240 0.499 2.137
I -2.917 -0.412 -4.719
C -2.719 0.285 -2.774
C -3.284 1.415 -2.208
N -2.814 1.513 -0.956
N -2.013 0.484 -0.639
C -1.950 -0.266 -1.753
H -3.978 2.127 -2.626
H -3.094 2.180 -0.255
H -1.387 -1.191 -1.785
C -1.573 4.750 4.594
Si -2.637 3.235 4.272
C -4.479 3.539 4.278
C -2.068 1.813 5.377
C -2.212 2.677 2.448
Te -0.097 2.347 2.319
C 0.433 4.110 1.239
Si 2.347 4.144 1.071
C 3.041 4.080 2.819
C 2.823 5.669 0.108
C 2.822 2.539 0.151
H -1.703 5.096 5.621
H -1.841 5.581 3.939
H -0.511 4.525 4.464
H -4.802 3.883 5.263
H -5.054 2.643 4.039
H -4.748 4.317 3.561
H -2.138 2.109 6.425
H -1.023 1.553 5.194
H -2.681 0.916 5.257
H -2.455 3.472 1.740
H -2.740 1.763 2.175
H 0.100 4.970 1.823
H -0.084 4.110 0.284
H 2.360 4.543 3.538
H 3.972 4.650 2.860
H 3.269 3.073 3.170
H 2.630 6.560 0.709
H 2.279 5.775 -0.832
H 3.891 5.666 -0.125
H 2.361 1.623 0.580
H 3.904 2.392 0.209
H 2.569 2.606 -0.904

Cartesian forces (eV/Å) of the 2 atoms listed first:
Zr -1.03 -1.05 -0.05
S -0.18 0.10 0.32

***

How do the records compare in E? In the order shown, they have -116939.6034, -214718.4583, -84885.0977, -63029.1253, -81541.0747 eV.